1.
# C5H11NO

A cluster of 2 separate species, C5H11NO in total (wB97M-V/def2-TZVPD, OMol25).

The geometry in XYZ format:
```
18
Properties=species:S:1:pos:R:3:forces:R:3
O 1.6778 0.8702 -2.0954 -0.391 -1.469 0.818
N 1.6952 1.5574 0.7531 -1.879 1.082 3.342
C -0.2888 0.2188 0.2552 -1.376 -2.437 0.544
C 0.9943 0.3186 0.6395 -2.380 -0.210 -0.972
C 0.9472 2.4653 1.3801 5.099 -1.146 -0.816
C -1.6621 -1.8188 -0.8133 -1.326 0.567 -1.033
C -0.9176 -1.2889 0.3810 0.591 1.859 0.164
H 1.1064 0.0732 -2.1298 0.185 0.726 -0.764
H -1.0351 1.0644 0.0498 1.447 -1.295 -0.001
H -1.6545 -1.2475 1.1916 0.472 -0.068 0.291
H -2.2164 -2.7431 -0.5025 0.380 0.804 -0.543
H -0.1121 -2.0521 0.5819 -0.665 1.071 0.298
H -2.3927 -1.0589 -1.2969 1.059 -1.264 0.951
H 1.5828 3.1692 1.9910 -1.093 0.121 -1.333
H 1.4007 -0.6802 0.9289 0.739 1.433 -0.216
H -0.9245 -2.0679 -1.5683 -0.131 -0.248 -0.417
H -0.1054 2.4950 1.4078 -1.203 -0.426 0.507
H 1.9048 0.7254 -1.1537 0.472 0.901 -0.818
```
Forces are in eV/Å.

Summary:
HOMO-LUMO gap in eV: 9.5
Structure (SMILES): C=N/C=C/CC.O
Calculated total energy in eV: -8897.83735
Spin multiplicity: 1
HOMO in Eh: -0.3422
E_LUMO in eV: 0.14

Results of the Mulliken charge analysis, in e, for atoms 1 through 5: number 1, O, carries -0.680; number 2, N, carries -0.480; number 3, C, carries -0.238; number 4, C, carries -0.036; number 5, C, carries -0.306

2.
# C35H53CrGe2NSe

A structure of composition C35H53CrGe2NSe (wB97M-V/def2-TZVPD, OMol25).

The geometry in XYZ format:
```
93
Properties=species:S:1:pos:R:3:forces:R:3
Se -0.1061 1.0477 2.7893 0.063 -0.047 -0.149
Ge 2.2430 -0.9630 0.7352 0.535 -0.151 -0.479
Ge -0.1647 -1.0094 -1.6820 0.474 -0.034 -0.677
Cr -0.1770 -0.4683 0.7603 -0.352 -0.157 0.518
N 1.0889 4.5229 1.4809 -0.277 -0.066 0.122
C -1.3318 -3.1070 -3.7063 0.007 0.080 0.163
C -1.4297 3.4065 -0.4480 0.076 0.034 -0.100
C -0.2258 -3.8711 1.4779 -0.089 0.017 0.113
C -2.4312 -2.6567 1.3275 -0.048 0.172 -0.042
C 1.7959 -0.9655 -2.2133 0.154 0.029 -0.266
C 3.6253 -0.6183 -3.9685 -0.013 0.023 -0.050
C -4.4426 -0.5481 3.8339 0.086 -0.023 -0.094
C -3.1100 1.7777 0.0023 0.045 -0.276 0.049
C 1.0669 4.2136 2.9458 0.027 0.121 -0.139
C -5.7086 -0.4105 2.9947 -0.013 0.002 -0.011
C -0.9831 0.7640 -4.1522 -0.090 0.020 0.157
C -3.3743 -1.4253 3.1918 -0.099 -0.022 0.079
C -1.1121 0.4693 -2.6477 -0.029 0.039 -0.297
C -1.0042 -2.7355 -2.2482 -0.118 -0.152 -0.215
C 3.4791 0.4429 1.4747 0.299 0.107 -0.061
C -3.4637 -1.9072 1.8913 0.022 -0.042 -0.096
C 4.0746 -0.6191 -5.2822 -0.113 -0.022 0.057
C 3.1355 -2.6530 1.3107 0.249 -0.071 0.087
C 4.6907 0.8164 0.5967 -0.158 -0.012 0.201
C 0.1849 5.6671 1.1738 0.095 -0.100 0.021
C -3.8823 0.8430 4.1568 -0.023 0.072 0.021
C -1.2100 -2.5048 3.3659 0.107 0.100 0.085
C 2.6827 -0.9688 -1.1989 0.088 -0.024 -0.154
C -1.2783 -2.9555 2.0486 -0.098 -0.300 -0.010
C -2.7118 2.9179 -0.6631 -0.008 0.126 -0.112
C -2.2323 -1.7574 3.9213 0.013 0.040 0.131
C -0.5741 2.8230 0.4766 0.232 0.127 -0.165
C 2.2999 -0.9463 -3.6426 -0.084 0.024 0.168
C -2.2564 1.1621 0.9157 -0.086 0.137 -0.102
C 4.6654 -2.6741 1.1253 -0.204 0.005 0.018
C 3.2102 -0.9351 -6.3273 0.040 0.015 0.104
C 0.8428 3.2956 0.5920 -0.025 0.062 -0.049
C -0.9929 1.6957 1.2107 -0.561 0.504 0.883
C 1.8891 -1.2344 -6.0342 -0.001 0.027 0.134
C 1.4494 -1.2317 -4.7133 0.079 -0.077 0.100
H -2.9382 0.7869 4.7017 -0.059 0.006 -0.043
H -0.8290 5.3795 1.4326 -0.026 -0.025 0.000
H -0.3912 -3.5250 -1.8012 -0.038 -0.024 -0.028
H -1.3871 -0.0451 -4.7682 0.056 0.051 0.055
H 1.2397 3.5800 -0.3827 -0.036 0.030 -0.040
H 5.3430 1.5482 1.0906 -0.055 -0.038 -0.043
H -3.6935 1.4011 3.2320 -0.017 -0.053 0.148
H -2.6083 0.3219 1.5025 -0.015 0.024 -0.067
H 3.5637 -0.9374 -7.3520 -0.017 0.012 0.044
H 1.3599 5.1123 3.4862 -0.018 0.008 -0.016
H 3.8125 0.0936 2.4621 -0.013 0.034 -0.127
H 5.0749 -3.6768 1.2857 -0.013 0.049 0.031
H -2.1703 0.3318 -2.3981 -0.020 0.027 0.008
H 0.4136 -1.4470 -4.4986 0.021 -0.047 -0.021
H -2.5298 -3.0293 0.3141 -0.006 0.027 0.043
H 1.7445 3.3912 3.1444 0.043 -0.040 -0.018
H -1.8526 -2.2961 -4.2287 0.078 -0.068 0.069
H 1.1906 -1.4588 -6.8330 0.021 -0.019 0.046
H 2.0340 4.8163 1.2523 0.150 0.009 0.005
H 5.1070 -0.3651 -5.4937 -0.022 -0.003 0.012
H -0.7989 1.3591 -2.0963 -0.029 0.070 0.006
H -1.5355 1.6754 -4.4179 0.021 -0.084 0.018
H 4.9549 -2.3686 0.1146 -0.057 -0.042 0.087
H -4.3388 -1.6929 1.2863 0.065 -0.028 0.047
H -0.3258 -2.7282 3.9552 -0.060 0.002 -0.024
H -2.1325 -1.4051 4.9462 -0.021 -0.040 -0.132
H -6.1551 -1.3800 2.7645 0.016 0.035 -0.003
H 4.3216 -0.3462 -3.1825 -0.059 -0.018 -0.084
H -0.4377 -3.3572 -4.2793 -0.011 0.046 0.036
H -1.9448 -2.7381 -1.6863 0.012 -0.015 -0.011
H -5.4961 0.1029 2.0496 -0.039 -0.041 0.083
H 1.4517 2.5036 1.0204 0.081 -0.033 -0.021
H 0.2401 5.8995 0.1140 0.030 -0.008 -0.015
H 5.3083 -0.0525 0.3596 -0.064 0.044 0.015
H 2.8886 1.3417 1.6748 0.019 -0.018 0.069
H -0.5380 -4.9113 1.6083 0.019 0.012 -0.028
H 2.6846 -3.4529 0.7164 0.011 0.001 0.032
H 5.1652 -2.0014 1.8304 -0.072 -0.034 -0.087
H -6.4507 0.1843 3.5326 0.044 -0.025 -0.038
H -1.9867 -3.9845 -3.7431 0.031 0.048 -0.005
H 0.0653 3.8988 3.2158 -0.073 -0.012 0.002
H 0.4973 6.5237 1.7660 0.006 -0.001 -0.003
H -4.5972 1.4127 4.7603 0.053 -0.050 -0.080
H 4.3682 1.2475 -0.3563 -0.004 -0.045 0.043
H -1.0795 4.2427 -1.0468 -0.018 -0.021 0.035
H -0.0766 -3.6961 0.4137 0.010 0.030 -0.027
H 0.0550 0.9136 -4.4523 -0.054 0.006 0.037
H -3.3694 3.3996 -1.3763 0.059 -0.023 0.024
H -4.7179 -1.0269 4.7788 0.011 -0.009 0.036
H 2.8923 -2.8596 2.3601 0.011 -0.016 -0.071
H 3.7499 -1.0032 -1.4582 -0.194 -0.003 0.039
H 0.7280 -3.7421 1.9843 0.009 0.020 0.003
H -4.0945 1.3604 -0.1764 0.031 -0.015 0.016
```
Forces are in eV/Å.

Summary:
Expectation value of S²: 6.141
HOMO-LUMO gap (alpha / beta) in eV: 6.3 / 5.6
Calculated total energy in eV: -245441.91283
Spin multiplicity: 5
HOMO (alpha / beta) in Eh: -0.2496 / -0.2248
E_LUMO (alpha / beta) in eV: -0.54 / -0.54

Results of the Mulliken charge analysis, in e, for atoms 1 through 5: number 1, Se, carries -0.387; number 2, Ge, carries 1.118; number 3, Ge, carries 1.480; number 4, Cr, carries -0.401; number 5, N, carries 0.146

3.
# C15H18O2

A cluster of 2 separate species, C15H18O2 in total (wB97M-V/def2-TZVPD, OMol25).

The geometry in XYZ format:
```
35
Properties=species:S:1:pos:R:3:forces:R:3
O -0.2276 3.3957 -3.3798 0.384 0.738 0.156
O 2.9945 -2.4019 -0.1172 -0.154 0.107 -0.469
C 2.0276 0.0490 2.3081 -0.996 -1.162 -0.423
C -2.1850 2.3560 -2.5070 0.856 -0.646 0.667
C -0.8171 2.6144 -2.4084 0.628 0.082 -1.530
C -2.1931 -0.7826 -0.3258 0.381 0.194 0.037
C 0.6456 -1.9409 2.6131 -1.743 1.160 -1.695
C 2.6873 -0.6848 1.3145 0.523 1.737 0.598
C -2.6317 1.2282 -1.8207 -0.120 0.378 1.476
C -0.4730 1.0163 -0.7020 -0.884 -1.208 -1.300
C 0.9244 -0.5829 2.8992 0.265 -0.777 -0.533
C -1.7832 0.5202 -0.9584 1.045 0.823 0.056
C -1.8320 -1.9728 -1.2261 0.383 -1.343 0.980
C -0.0317 0.1261 3.7707 0.079 -0.733 2.616
C 0.0718 2.0054 -1.5110 -1.319 0.252 0.708
C 2.1733 -1.8574 0.8525 0.697 -2.523 -0.633
C 1.0941 -2.5535 1.4395 1.251 1.373 1.751
H 2.7896 -3.3100 -0.3351 -0.349 -0.212 0.131
H -0.3120 -2.3123 2.9898 0.502 -0.173 0.432
H -0.9997 -0.3814 3.9619 0.107 0.572 -1.295
H -3.6770 0.9956 -1.6581 -0.231 -0.071 -0.827
H -0.7477 -2.1425 -1.3603 -0.327 0.805 -0.301
H -3.2840 -0.7701 -0.1504 0.469 -0.163 0.217
H 0.3110 -0.0607 4.8131 0.370 0.893 -0.206
H 0.1370 0.3914 -0.0625 0.257 0.342 0.327
H -0.0655 1.1887 3.5627 -0.397 0.053 0.131
H 1.0852 2.3619 -1.3619 -0.076 -0.098 -0.404
H -2.7818 3.0414 -3.1027 -0.151 -0.416 -0.003
H -0.7743 3.5154 -4.1691 -0.115 -0.185 0.560
H -1.6127 -0.8869 0.6266 -0.790 -0.021 -0.544
H -2.3661 -2.0404 -2.1704 0.092 0.370 -0.117
H 0.6837 -3.5323 1.2548 0.361 -0.137 -0.784
H -2.0678 -2.8988 -0.6786 -0.406 0.126 -0.072
H 2.2574 1.0838 2.5216 0.196 -0.046 0.115
H 3.6422 -0.3502 0.8698 -0.790 -0.092 0.178
```
Forces are in eV/Å.

Summary:
HOMO-LUMO gap in eV: 8.9
Structure (SMILES): CCc1ccc(O)cc1.Cc1ccc(O)cc1
Calculated total energy in eV: -19940.50909
Spin multiplicity: 1
HOMO in Eh: -0.2964
E_LUMO in eV: 0.81

Results of the Mulliken charge analysis, in e, for atoms 1 through 5: number 1, O, carries -0.538; number 2, O, carries -0.560; number 3, C, carries -0.474; number 4, C, carries -0.958; number 5, C, carries 0.664

The following ΔE to the lowest compared entry with this formula, charge and spin values (in kcal/mol) correspond, in order, to the records above: 89.01 13.95 41.50.